1.
A 2-piece molecular cluster, C3H7S overall at a distorted geometry. Source: the OMol25 dataset; level of theory: ωB97M-V with the def2-TZVPD basis set.

```
11
Properties=species:S:1:pos:R:3:lowdin_charge:R:1
S 3.48930 2.01441 1.32548 -0.477
H 2.15719 1.41662 1.36318 -0.441
C -0.80880 -1.41593 -0.76105 -0.140
C -1.08945 -0.02857 -0.21410 -0.263
C -0.11765 0.82428 0.05570 -0.043
H 0.25190 -1.46838 -1.16064 0.093
H -1.66505 -1.80622 -1.30857 0.049
H -0.71744 -2.15365 0.06750 0.065
H -2.12230 0.24194 0.02853 0.080
H -0.31930 1.72429 0.66551 0.063
H 0.94160 0.65122 -0.06154 0.014
```

Summary:
E_LUMO, eV: 3.535
Energy, eV: -14059.3950
HOMO level, eV: -2.4516
Total charge: -1
Orbital gap, eV: 5.99
Energy relative to the best compared isomer or geometry (same formula, charge and spin), kcal/mol: 24.6



2.
One molecule with the formula C3H8 at a distorted geometry. Source: the OMol25 dataset; level of theory: ωB97M-V with the def2-TZVPD basis set.

```
11
Properties=species:S:1:pos:R:3:lowdin_charge:R:1
C -0.36583 1.11156 0.57849 -0.149
C 0.08810 -0.33951 0.45448 -0.384
C 0.25804 -0.77279 -0.96044 -0.193
H -1.19277 1.20411 -0.18990 0.079
H -0.76680 1.15459 1.60561 0.055
H 0.47727 1.97602 0.53981 0.119
H 1.17862 -0.40530 0.91084 0.136
H -0.54876 -1.05978 0.93381 0.087
H 0.51838 -1.88232 -1.14813 0.084
H 1.12218 -0.23778 -1.45498 0.081
H -0.66998 -0.74509 -1.63229 0.085
```

Summary:
E_LUMO, eV: 1.260
Energy, eV: -3239.9207
HOMO level, eV: -10.9598
SMILES: CCC
Total charge: 0
Orbital gap, eV: 12.22
Energy relative to the best compared isomer or geometry (same formula, charge and spin), kcal/mol: 19.2



3.
One molecule with the formula C3H8BNO2 at a distorted geometry. Source: the OMol25 dataset; level of theory: ωB97M-V with the def2-TZVPD basis set.

```
15
Properties=species:S:1:pos:R:3:lowdin_charge:R:1
B 0.85369 0.78178 -0.85372 -0.147
C -0.89142 -0.75131 -1.72778 -0.143
C -1.28293 -1.44029 -0.48005 -0.515
C 1.08037 1.12662 1.71983 -0.036
N 1.28079 1.49859 0.27325 0.077
O 0.41943 -0.14464 -1.59041 0.183
O -1.40917 -0.67131 0.58898 -0.246
H -0.97355 -1.46890 -2.48963 0.113
H -1.52806 0.05011 -1.76853 0.101
H -2.30998 -1.77123 -0.94128 0.133
H -0.74028 -2.39445 -0.44233 0.105
H 2.04968 0.83729 2.14982 0.090
H 0.55667 2.00330 2.09688 0.088
H 0.33514 0.32480 1.86951 0.079
H 1.78861 2.34800 0.06328 0.120
```

Summary:
E_LUMO, eV: -0.638
Energy, eV: -9499.6631
HOMO level, eV: -6.9609
Total charge: 0
Orbital gap, eV: 6.32
Energy relative to the best compared isomer or geometry (same formula, charge and spin), kcal/mol: 114.5



4.
A 2-piece molecular cluster, C3H8BrNOS overall at a distorted geometry. Source: the OMol25 dataset; level of theory: ωB97M-V with the def2-TZVPD basis set.

```
15
Properties=species:S:1:pos:R:3:lowdin_charge:R:1
C -0.33558 1.59761 0.23377 -0.049
C -1.06573 -0.68685 -1.05099 -0.055
C -0.38394 0.03120 0.03577 -0.502
N -0.56170 -0.65354 1.20871 0.081
O 1.65027 -1.72184 -0.63480 -0.682
S 2.00633 -0.54481 0.16977 0.435
Br 4.21363 0.17881 -0.26535 0.038
H 0.26734 2.09769 -0.47934 0.058
H -1.26794 2.09657 0.36458 0.065
H 0.31995 1.82498 1.15881 0.106
H -0.31286 -0.85533 -1.87234 0.105
H -1.87655 -0.06868 -1.38492 0.087
H -1.39588 -1.67120 -0.70659 0.089
H -0.68640 -1.64635 1.25545 0.115
H -0.57096 0.02176 1.96747 0.109
```

Summary:
E_LUMO (alpha / beta), eV: -0.624 / -0.478
Energy, eV: -87653.6915
HOMO level (alpha / beta), eV: -7.2730 / -7.5660
Total charge: 0
Orbital gap (alpha / beta), eV: 6.65 / 7.09
Energy relative to the best compared isomer or geometry (same formula, charge and spin), kcal/mol: 33.2



5.
A 2-piece molecular cluster, C3H8BrOPS overall at a distorted geometry. Source: the OMol25 dataset; level of theory: ωB97M-V with the def2-TZVPD basis set.

```
15
Properties=species:S:1:pos:R:3:lowdin_charge:R:1
C -0.15542 1.32130 0.47271 -0.192
C 1.36625 -2.34098 0.19423 -0.103
C -0.62951 0.65708 -0.81322 -0.435
O 0.41805 -1.91211 -0.83042 -0.517
P -0.96312 -1.10115 -0.63342 0.481
S -1.81018 -1.45382 1.16834 0.205
Br 3.38471 -0.44646 -2.79892 0.041
H 0.82872 1.12757 0.87266 0.070
H -0.32637 2.40848 0.51369 0.079
H -0.83949 1.00493 1.20788 -0.010
H 1.03029 -3.33169 0.48613 0.077
H 1.16088 -1.54759 0.92783 0.063
H 2.37687 -2.43067 -0.29993 0.082
H 0.08664 0.86331 -1.63294 0.079
H -1.60005 1.12907 -1.01330 0.080
```

Summary:
E_LUMO (alpha / beta), eV: -1.676 / -3.880
Energy, eV: -95452.7590
HOMO level (alpha / beta), eV: -9.1141 / -8.2935
Total charge: 0
Orbital gap (alpha / beta), eV: 7.44 / 4.41
Energy relative to the best compared isomer or geometry (same formula, charge and spin), kcal/mol: 82.0



6.
A 2-piece molecular cluster, C3H8Cl2FOPSi overall at a distorted geometry. Source: the OMol25 dataset; level of theory: ωB97M-V with the def2-TZVPD basis set.

```
17
Properties=species:S:1:pos:R:3:lowdin_charge:R:1
C 0.95981 1.08065 1.88719 -0.224
C 0.82540 1.13891 -1.35600 -0.216
C -1.50636 -0.98131 0.34211 -0.192
O -0.57208 -1.30638 -2.17369 -0.408
F -1.34549 2.24481 0.27602 -0.201
Si -0.10450 1.18084 0.26567 0.556
P -0.60433 -1.93014 -0.86060 -0.281
Cl 1.16146 -2.25762 -0.09324 0.423
Cl -1.28659 -3.77818 -1.00663 0.385
H 0.18872 1.20074 2.69392 0.024
H 1.50818 0.20710 2.11432 -0.026
H 1.78191 1.95556 1.74820 0.073
H 1.85391 1.29634 -1.31518 -0.003
H 0.43785 0.23491 -1.85094 -0.031
H 0.43172 1.96504 -2.04308 0.063
H -2.50124 -0.85385 0.07786 0.027
H -1.22836 -1.39741 1.29406 0.033
```

Summary:
E_LUMO (alpha / beta), eV: 0.528 / -3.124
Energy, eV: -50215.3742
HOMO level (alpha / beta), eV: -4.9386 / -10.5222
Total charge: 0
2S+1: 3
Orbital gap (alpha / beta), eV: 5.47 / 7.40
Energy relative to the best compared isomer or geometry (same formula, charge and spin), kcal/mol: 33.5